Entry 1:
# C4H12

A cluster of 2 separate species, C4H12 in total in a non-equilibrium geometry (wB97M-V/def2-TZVPD, OMol25).

```
16
Properties=species:S:1:pos:R:3:forces:R:3:mulliken_charge:R:1
C 0.23815 -3.00692 0.34446 -0.43 0.27 -2.82 -1.21
C 0.12174 -1.53343 0.13858 1.58 2.84 0.52 -0.63
H 0.58090 -3.21940 1.26200 1.50 -0.87 3.40 0.41
H -0.68326 -3.54189 0.24452 -0.90 -0.03 -0.11 0.33
H 0.89120 -3.46705 -0.39476 0.24 0.07 -0.03 0.29
H -0.37128 -1.30487 -0.81880 0.18 0.28 0.48 0.26
H 1.13463 -0.92150 0.21047 -1.41 -1.80 -0.84 0.22
H -0.31516 -0.95348 0.98452 -0.75 -0.85 -0.59 0.33
C 0.60635 2.20079 -0.21539 -1.80 -2.35 -3.30 -0.42
C -0.93935 2.30803 -0.24511 -0.46 -1.44 0.62 -0.98
H 0.86840 1.12670 0.10507 0.20 2.19 -0.20 -0.10
H 0.88914 2.37115 -1.29852 0.16 -0.84 0.95 0.20
H 1.03339 3.04655 0.21122 0.92 0.95 1.70 0.37
H -1.30138 2.59722 0.71624 -0.28 -0.22 1.13 0.29
H -1.37041 3.08296 -0.82338 0.15 0.90 -1.22 0.39
H -1.51751 1.37278 -0.53382 1.09 0.90 0.31 0.22
```
Positions in Å, forces in eV/Å.

Results
**Charge**: 0
**Energy above the lowest of the compared OMol25 structures with the same formula, charge and spin**: 100.7 kJ/mol
**Molar mass**: 60.1 g mol⁻¹
**HOMO-LUMO gap**: 12.3 eV
**HOMO level**: -11.2 eV

***

Entry 2:
# C4H12

A cluster of 2 separate species, C4H12 in total in a non-equilibrium geometry (wB97M-V/def2-TZVPD, OMol25).

```
16
Properties=species:S:1:pos:R:3:forces:R:3:mulliken_charge:R:1
C -0.13477 -1.77799 1.43930 0.53 0.10 0.67 -0.63
C 0.03144 -1.07786 2.83107 -6.42 -1.57 -3.44 -1.05
H 0.84580 -1.89450 0.94884 -0.45 0.15 -0.06 0.23
H -0.47168 -2.80068 1.67133 -0.43 0.42 -0.77 0.28
H -0.83423 -1.13165 0.79721 1.02 -1.48 0.80 0.16
H -0.02810 -1.59287 3.72310 -0.83 -2.05 1.50 0.38
H -0.81354 -0.38667 2.74905 0.25 0.28 1.03 0.24
H 0.82570 -0.59003 2.98745 6.33 4.17 0.25 0.39
C -0.61758 1.09723 -2.15265 0.67 -3.64 -0.86 -0.65
C 0.69959 1.73042 -2.10901 3.03 3.27 -1.88 -0.87
H -0.43646 -0.01376 -1.85104 -0.81 1.68 -0.74 0.14
H -1.18492 1.52323 -1.42050 -1.82 0.91 2.17 0.26
H -1.21115 1.15791 -3.06997 0.50 -0.05 -0.08 0.32
H 1.40161 1.32227 -1.35538 -0.80 0.83 0.25 0.26
H 0.67492 2.90384 -2.24134 -0.22 -1.91 1.51 0.24
H 1.35998 1.67209 -2.99102 -0.56 -1.10 -0.36 0.29
```
Positions in Å, forces in eV/Å.

Results
**Charge**: 0
**Energy above the lowest of the compared OMol25 structures with the same formula, charge and spin**: 178.4 kJ/mol
**Molar mass**: 60.1 g mol⁻¹
**HOMO-LUMO gap**: 12.1 eV
**HOMO level**: -11.0 eV

***

Entry 3:
# C4H12

A cluster of 2 separate species, C4H12 in total in a non-equilibrium geometry (wB97M-V/def2-TZVPD, OMol25).

```
16
Properties=species:S:1:pos:R:3:forces:R:3:mulliken_charge:R:1
C 1.59799 0.08557 1.59189 -0.88 0.37 -0.69 -0.71
C 1.59903 0.70223 0.19227 1.32 2.24 -0.68 -0.92
H 2.18041 -0.82157 1.70235 -0.08 -0.14 -0.03 0.28
H 1.95673 0.85420 2.27011 0.19 -0.26 0.28 0.29
H 0.54367 -0.07449 1.83514 0.21 -0.38 0.35 0.20
H 0.72120 0.74885 -0.43951 -0.42 -0.79 0.34 0.18
H 2.43601 0.52611 -0.49301 0.02 -0.84 0.35 0.35
H 1.78037 1.78245 0.34026 -0.21 -0.10 0.07 0.31
C -1.91955 0.09109 -0.58173 -0.46 1.29 0.89 -0.90
C -1.21333 -1.11183 -1.20880 -0.76 0.46 0.44 -0.76
H -2.42098 0.72521 -1.31957 -0.14 -0.34 -0.03 0.31
H -2.65158 -0.15505 0.19767 -0.18 -0.42 -0.50 0.31
H -1.35299 0.83695 -0.01642 0.79 -0.32 -0.23 0.27
H -1.53291 -1.09379 -2.24795 0.35 -0.59 -0.12 0.27
H -1.59184 -1.99501 -0.69576 0.18 -0.25 -0.36 0.24
H -0.13224 -1.10095 -1.12694 0.07 0.09 -0.09 0.28
```
Positions in Å, forces in eV/Å.

Results
**Charge**: 0
**Energy above the lowest of the compared OMol25 structures with the same formula, charge and spin**: 67.6 kJ/mol
**Molar mass**: 60.1 g mol⁻¹
**HOMO-LUMO gap**: 12.6 eV
**HOMO level**: -11.4 eV

***

Entry 4:
# C4H12

A cluster of 2 separate species, C4H12 in total (wB97M-V/def2-TZVPD, OMol25).

```
16
Properties=species:S:1:pos:R:3:forces:R:3:mulliken_charge:R:1
C 1.78321 -1.00505 1.91634 0.50 0.12 -0.09 -0.81
C 2.08769 0.39468 1.38239 -0.79 0.56 0.25 -0.62
H 2.64238 -1.49583 2.36805 0.20 0.09 0.01 0.29
H 1.02675 -0.97145 2.69129 -0.32 -0.02 -0.04 0.27
H 1.45201 -1.63828 1.10386 -0.18 -0.28 -0.06 0.25
H 3.08816 0.57521 1.00745 0.25 -0.26 0.08 0.29
H 1.85305 1.15884 2.13418 0.36 -0.14 -0.01 0.26
H 1.40779 0.63536 0.56544 -0.02 -0.07 -0.15 0.06
C -1.27542 -0.01095 -1.89119 0.36 -0.35 -0.20 -0.43
C -2.59362 0.59257 -1.39829 0.49 0.62 -0.20 -0.81
H -0.45464 0.08064 -1.17779 -0.15 0.09 0.17 -0.11
H -1.38452 -1.07806 -2.06361 -0.03 -0.16 -0.12 0.27
H -0.88893 0.40798 -2.82941 -0.33 0.11 0.20 0.28
H -2.39829 1.34461 -0.64130 0.00 0.02 0.34 0.26
H -3.08197 1.16317 -2.18862 -0.26 -0.36 -0.11 0.26
H -3.26366 -0.15343 -0.97879 -0.07 0.03 -0.08 0.28
```
Positions in Å, forces in eV/Å.

Results
**Charge**: 0
**Energy above the lowest of the compared OMol25 structures with the same formula, charge and spin**: 22.0 kJ/mol
**Molar mass**: 60.1 g mol⁻¹
**HOMO-LUMO gap**: 12.8 eV
**HOMO level**: -11.7 eV

***

Entry 5:
# C4H12

A cluster of 2 separate species, C4H12 in total in a non-equilibrium geometry (wB97M-V/def2-TZVPD, OMol25).

```
16
Properties=species:S:1:pos:R:3:forces:R:3:mulliken_charge:R:1
C -2.08637 -0.34653 0.16787 1.88 -1.56 -0.94 -0.53
C -2.19407 -1.83588 0.62277 -0.62 1.36 0.77 -0.85
H -2.27849 0.41140 0.91994 0.32 -0.10 0.15 0.32
H -1.05114 -0.34630 -0.25755 -0.70 1.01 0.47 -0.04
H -2.71923 -0.16847 -0.69007 -0.45 0.07 -0.05 0.29
H -2.39584 -2.43478 -0.26287 -0.26 -0.29 0.36 0.27
H -1.31458 -2.22386 1.14365 0.17 0.28 -0.33 0.28
H -2.96695 -1.82924 1.39609 -0.38 -0.80 -0.42 0.26
C 2.83886 1.34291 -0.23005 -0.92 2.25 -1.70 -1.03
C 1.45251 0.74215 -0.47238 0.03 -0.04 -0.27 -0.77
H 2.91123 2.36954 -0.66539 -0.81 -0.13 0.45 0.30
H 2.94711 1.52440 0.82216 0.90 -0.52 0.46 0.29
H 3.65112 1.00132 -0.85650 0.41 -1.40 0.76 0.34
H 1.41374 -0.26844 -0.04680 -0.31 0.30 0.06 0.23
H 1.12743 0.66832 -1.50845 0.56 -0.17 -0.35 0.34
H 0.66467 1.39347 -0.08242 0.21 -0.27 0.61 0.28
```
Positions in Å, forces in eV/Å.

Results
**Charge**: 0
**Energy above the lowest of the compared OMol25 structures with the same formula, charge and spin**: 71.1 kJ/mol
**Molar mass**: 60.1 g mol⁻¹
**HOMO-LUMO gap**: 12.3 eV
**HOMO level**: -11.2 eV

***

Entry 6:
# C4H12

A cluster of 2 separate species, C4H12 in total in a non-equilibrium geometry (wB97M-V/def2-TZVPD, OMol25).

```
16
Properties=species:S:1:pos:R:3:forces:R:3:mulliken_spin:R:1
C 2.25798 -0.79521 -0.00762 -0.61 -0.18 0.14 0.00
C 1.69911 0.42662 -0.74648 -0.02 -0.99 -0.07 0.01
H 1.74723 -1.71216 -0.30966 0.03 -0.02 -0.27 0.00
H 3.30747 -0.96063 -0.22530 0.20 0.13 0.25 0.00
H 2.07775 -0.74048 1.07036 0.37 0.17 -0.04 0.00
H 2.09169 0.43389 -1.76364 0.06 0.35 0.09 0.00
H 0.61397 0.27457 -0.87179 0.07 0.46 0.13 0.00
H 1.92794 1.34836 -0.21131 -0.15 0.07 -0.27 0.00
C -1.63926 0.16466 1.00912 0.61 0.86 0.01 0.18
C -2.27870 0.22606 -0.27761 0.87 0.56 0.23 0.13
H -1.07880 1.09243 1.22403 0.05 -0.12 0.21 0.06
H -2.38184 0.33101 1.90619 0.07 -0.17 0.02 0.26
H -1.14319 -0.76242 1.34092 -0.58 -0.22 0.07 0.06
H -1.64197 -0.43529 -0.96008 -0.51 -0.41 -0.11 0.17
H -3.26248 -0.29865 -0.29480 0.16 -0.37 -0.51 0.11
H -2.22343 1.21552 -0.73332 -0.61 -0.13 0.12 -0.01
```
Positions in Å, forces in eV/Å.

Results
**Expectation value of S²**: 0.754
**Charge**: +1
**Spin multiplicity**: 2
**Energy above the lowest of the compared OMol25 structures with the same formula, charge and spin**: 56.2 kJ/mol
**Molar mass**: 60.1 g mol⁻¹
**HOMO-LUMO gap (alpha / beta)**: 11.9 / 3.8 eV
**HOMO level (alpha / beta)**: -15.4 / -15.3 eV

***

Entry 7:
# C4H12

A cluster of 2 separate species, C4H12 in total in a non-equilibrium geometry (wB97M-V/def2-TZVPD, OMol25).

```
16
Properties=species:S:1:pos:R:3:forces:R:3:mulliken_spin:R:1
C -0.07120 1.20425 1.83137 -0.45 0.44 0.50 0.02
C -1.43161 1.05979 1.16234 0.33 -0.63 0.37 0.01
H -0.23827 1.08393 2.90402 0.22 -0.34 0.03 0.01
H 0.40592 2.17999 1.75580 -0.03 0.02 -0.47 0.00
H 0.65854 0.43391 1.54592 0.10 -0.03 0.02 0.03
H -1.75315 0.02338 1.31421 -0.12 0.01 -0.22 0.00
H -1.48091 1.30778 0.10088 0.05 0.17 -0.04 0.01
H -2.18234 1.63901 1.70259 0.00 0.27 -0.24 0.02
C 0.42742 -0.66292 -1.01798 0.83 -0.20 -0.70 0.20
C 1.08856 -1.55724 -2.02147 -0.76 0.55 -0.70 0.21
H 0.76988 -0.57943 0.04464 -0.47 -0.24 0.28 0.13
H -0.57912 -1.14738 -0.95223 0.09 0.19 0.60 0.11
H 0.60850 0.38007 -1.29723 -0.32 0.07 -0.15 0.03
H 1.49553 -2.39814 -1.42272 0.17 -0.17 0.34 0.12
H 1.69115 -1.02947 -2.75455 0.35 -0.06 0.25 0.01
H 0.43562 -2.20903 -2.64898 0.01 -0.04 0.13 0.09
```
Positions in Å, forces in eV/Å.

Results
**Expectation value of S²**: 0.753
**Charge**: +1
**Spin multiplicity**: 2
**Energy above the lowest of the compared OMol25 structures with the same formula, charge and spin**: 33.8 kJ/mol
**Molar mass**: 60.1 g mol⁻¹
**HOMO-LUMO gap (alpha / beta)**: 12.4 / 4.9 eV
**HOMO level (alpha / beta)**: -15.8 / -15.7 eV